{
  "formula": "C40H31BrN6OS4Ti",
  "method": "the ωB97M-V functional and the def2-TZVPD basis",
  "e_above_lowest_kcal_mol": 23.9,
  "orbital_gap_ev": [4.955, 4.954],
  "elements": ["Br", "Ti", "S", "S", "S", "S", "O", "N", "N", "N", "N", "N", "N", "C", "C", "C", "C", "C", "C", "C", "C", "C", "C", "C", "C", "C", "C", "C", "C", "C", "C", "C", "C", "C", "C", "C", "C", "C", "C", "C", "C", "C", "C", "C", "C", "C", "C", "C", "C", "C", "C", "C", "C", "H", "H", "H", "H", "H", "H", "H", "H", "H", "H", "H", "H", "H", "H", "H", "H", "H", "H", "H", "H", "H", "H", "H", "H", "H", "H", "H", "H", "H", "H", "H"],
  "coordinates": [[-4.5711, -7.2974, -1.0419], [-0.9280, 1.3539, -1.0163], [-0.2015, 3.3018, -2.4093], [-2.2468, 5.4825, -1.6181], [0.4596, -0.4745, -0.2745], [-0.5080, 2.0082, 1.2691], [-2.5349, 0.5117, -1.5790], [-2.1196, 3.1037, -0.6705], [-0.2904, 0.2075, -2.8370], [-2.2382, -3.0196, -5.8831], [0.6227, 0.9038, 3.4489], [1.6905, -1.2618, 2.0090], [-2.6228, -4.1931, -5.8956], [-4.4135, 5.7758, 0.1796], [4.9999, -2.4607, 1.1842], [0.8988, -0.2943, 1.3890], [-3.3933, 5.0247, -0.3892], [3.9005, 3.6650, 3.6080], [-1.3279, -0.5405, -3.2899], [6.2816, -2.0110, 0.8978], [1.2391, -0.2067, 4.1443], [4.0819, -0.4162, 0.3385], [2.1956, 3.1594, 5.7282], [4.2813, 4.0138, 4.8979], [-2.7286, -5.6815, -2.4816], [-3.9638, 3.1068, 0.9783], [0.8683, 0.1233, -3.4538], [-3.6495, -1.0901, -2.9757], [-3.9646, -6.3062, -2.5371], [-1.2232, -1.4153, -4.3796], [2.2899, -0.8551, 3.2623], [-5.1981, 5.1803, 1.1484], [5.3614, 0.0390, 0.0623], [3.8878, -1.6767, 0.9018], [-2.5481, -0.3670, -2.5756], [6.4650, -0.7581, 0.3360], [1.8060, 2.8139, 4.4417], [-4.9751, 3.8586, 1.5427], [-3.1666, 3.7024, 0.0067], [-1.5480, 3.8969, -1.5285], [0.0280, -1.4774, -5.0303], [-3.0870, -4.8487, -4.7016], [-2.2893, -4.9463, -3.5684], [0.4228, 0.7888, 2.0944], [-4.7558, -6.2330, -3.6722], [2.6711, 3.0705, 3.3806], [-2.3662, -2.1878, -4.7236], [3.4264, 3.7611, 5.9582], [2.4945, -2.1821, 1.2241], [-3.5444, -2.0028, -4.0423], [-4.3009, -5.5173, -4.7679], [0.4753, 2.1465, 4.1770], [1.0635, -0.7046, -4.5704], [-4.4240, -2.5648, -4.3287], [7.4622, -0.3998, 0.1173], [-4.5905, -0.9566, -2.4607], [7.1353, -2.6372, 1.1218], [0.4851, -0.9434, 4.4415], [5.2426, 4.4781, 5.0727], [-5.9965, 5.7472, 1.6068], [-0.1724, 2.8058, 3.6003], [1.7181, 0.1793, 5.0453], [2.7033, -1.7432, 3.7459], [-4.8866, -5.4686, -5.6758], [1.5293, 2.9564, 6.5586], [4.8601, -3.4369, 1.6341], [1.6807, 0.7227, -3.0547], [-1.3289, -4.4488, -3.5328], [-5.6071, 3.4180, 2.3014], [-3.7753, 2.0825, 1.2718], [3.1121, -0.1421, 3.1064], [3.2271, 0.2099, 0.1210], [2.3744, 2.8001, 2.3740], [2.5779, -3.1135, 1.7901], [0.1494, -2.1273, -5.8857], [-2.1175, -5.7648, -1.5943], [1.9523, -2.4091, 0.3059], [-4.5901, 6.7981, -0.1236], [3.7175, 4.0253, 6.9662], [-5.7090, -6.7411, -3.7044], [-0.0319, 1.9422, 5.1252], [4.5647, 3.8604, 2.7763], [5.4987, 1.0212, -0.3717], [2.0329, -0.7239, -5.0465]],
  "forces_ev_per_angstrom": [[0.0, 0.0, 0.0], [0.4, -0.5, 0.6], [0.1, -0.2, 0.0], [0.1, 0.0, 0.0], [-0.5, 0.7, -0.5], [-0.3, -0.3, -0.7], [0.2, 0.0, 0.1], [0.0, -0.1, 0.0], [0.0, 0.1, 0.0], [0.0, 0.0, 0.0], [-0.2, 0.1, 0.7], [0.2, -0.7, 0.2], [0.0, 0.0, 0.0], [0.0, 0.0, 0.0], [0.0, 0.0, 0.0], [-0.5, 1.3, 0.5], [0.0, -0.1, 0.1], [0.0, 0.0, 0.0], [-0.2, 0.0, 0.1], [0.0, 0.0, 0.0], [-0.1, 0.1, -0.1], [0.0, -0.1, 0.0], [0.0, 0.0, 0.0], [0.0, 0.0, 0.0], [0.0, 0.0, 0.0], [0.0, 0.0, 0.0], [0.0, 0.1, 0.1], [0.2, 0.2, 0.1], [0.0, 0.0, 0.0], [0.0, 0.0, 0.0], [0.0, 0.0, -0.1], [0.0, 0.0, 0.0], [0.0, 0.0, 0.0], [0.0, 0.0, 0.0], [-0.1, -0.2, -0.2], [0.0, 0.0, 0.0], [0.0, 0.1, 0.0], [0.0, 0.0, 0.0], [-0.2, 0.0, 0.1], [0.1, 0.4, -0.2], [0.1, 0.1, 0.1], [0.0, 0.0, -0.1], [0.0, 0.0, 0.0], [0.5, -0.9, -1.1], [0.0, 0.0, 0.0], [0.0, 0.0, 0.0], [0.0, 0.1, 0.1], [0.0, 0.0, 0.0], [0.0, 0.1, 0.1], [0.1, 0.0, -0.1], [0.1, 0.0, 0.0], [0.1, -0.1, -0.1], [-0.1, -0.1, 0.0], [0.0, 0.0, 0.0], [0.0, 0.0, 0.0], [0.0, 0.0, 0.0], [0.0, 0.0, 0.0], [0.0, -0.1, 0.0], [0.0, 0.0, 0.0], [0.0, 0.0, 0.0], [0.0, 0.0, 0.1], [0.0, 0.0, 0.0], [0.0, 0.0, 0.0], [0.0, 0.0, 0.0], [0.0, 0.0, 0.0], [0.0, 0.0, 0.0], [-0.1, -0.1, 0.0], [0.0, 0.0, 0.0], [0.0, 0.0, 0.0], [0.0, 0.0, 0.0], [0.0, 0.0, 0.0], [-0.1, 0.0, 0.0], [0.0, 0.0, 0.0], [0.0, 0.0, 0.0], [0.0, 0.0, 0.0], [0.0, 0.0, 0.0], [0.0, 0.0, 0.0], [0.0, 0.0, 0.0], [0.0, 0.0, 0.0], [0.0, 0.0, 0.0], [0.0, 0.0, 0.0], [0.0, 0.0, 0.0], [0.0, 0.0, 0.0], [0.0, 0.0, 0.0]],
  "mulliken_charge": [-0.179, -0.107, -0.469, -0.260, -0.231, -0.225, -0.506, 0.270, 0.115, -0.290, 0.151, -0.009, -0.598, -0.492, -0.489, 0.214, 0.934, -0.752, 0.736, -0.616, -0.938, 0.202, -0.339, -0.411, -0.583, -0.259, -0.544, -0.902, 0.087, 0.558, -0.593, -0.472, -0.873, 0.789, 0.711, -0.406, 0.707, -0.818, -0.610, 0.496, -0.625, 0.133, 0.004, 0.350, -0.428, 0.016, 0.055, -0.584, -1.599, -0.426, -0.380, -1.447, -0.914, 0.453, 0.384, 0.488, 0.380, 0.340, 0.377, 0.381, 0.401, 0.436, 0.472, 0.433, 0.346, 0.337, 0.442, 0.448, 0.390, 0.447, 0.323, 0.477, 0.403, 0.463, 0.531, 0.436, 0.413, 0.387, 0.376, 0.421, 0.418, 0.408, 0.416, 0.420]
}